Entry 1:
ORCA calculation (the ωB97M-V functional and the def2-TZVPD basis) on a cluster of 11 separate species, C32H93N15O11 in total at a distorted geometry.

The geometry in XYZ format:
```
151
Properties=species:S:1:pos:R:3
O -2.424 5.629 -2.668
O 4.556 5.696 -7.145
O -5.055 -0.177 1.229
O 6.452 -5.434 -5.261
O -0.634 2.853 8.954
O 1.985 -6.504 1.422
O 0.998 -0.380 -7.501
O 1.703 -2.049 -1.211
O -6.135 -6.326 2.317
O 4.950 6.739 1.808
O -1.931 -4.035 5.994
N 1.213 0.053 -0.823
N 5.619 -5.066 -3.283
N 4.032 2.326 -5.372
N 1.929 0.426 7.772
N -5.732 -1.293 4.808
N 0.117 -4.568 5.214
N -1.824 3.337 0.368
N 7.492 4.004 2.316
N -5.951 -8.207 -0.864
N 0.401 -1.528 0.378
N 1.653 -6.922 -0.692
N 2.705 -8.355 0.400
N 5.490 -3.496 -4.614
N -1.681 -5.334 4.317
N -1.614 0.143 -6.567
C 5.140 5.866 -8.452
C 0.342 1.488 6.308
C 3.960 3.825 -5.530
C -7.140 -6.094 3.251
C -1.770 5.741 0.223
C 4.181 7.602 2.695
C -2.042 4.338 -1.969
C 0.089 1.611 8.912
C -1.960 -1.915 -5.387
C -1.631 6.042 -3.828
C -6.693 -6.848 1.108
C 2.022 -0.727 -8.356
C -5.157 0.895 4.181
C 5.122 3.542 2.319
C -5.188 -1.094 2.303
C -4.726 -6.150 -0.406
C -2.032 2.680 8.999
C -1.215 -4.566 5.225
C 4.462 4.269 -6.948
C -0.874 -0.913 -5.916
C 2.069 -7.248 0.467
C 6.194 4.575 1.964
C -2.409 4.429 -0.444
C -6.265 0.546 0.819
C 4.699 4.507 -4.400
C 1.163 -1.206 -0.621
C -5.489 -7.288 0.220
C -5.791 -0.455 3.642
C 1.006 1.567 7.662
C 5.954 -4.719 -4.435
C 5.941 6.032 2.422
C 0.287 -1.438 -6.773
H 4.906 3.525 3.387
H -5.916 -1.863 2.045
H 2.480 0.353 8.616
H -1.541 -2.647 -4.696
H -2.440 3.255 1.165
H -4.087 -6.526 -1.205
H 2.824 -1.199 -7.787
H -0.700 5.855 0.049
H -0.572 0.744 8.908
H -2.057 6.707 -0.193
H -4.115 0.712 4.446
H -0.354 0.653 6.231
H 1.248 -6.003 -0.801
H 5.761 6.003 3.497
H 4.810 -3.161 -3.947
H 4.940 5.526 -4.705
H -0.315 2.357 6.330
H 5.748 -2.947 -5.422
H -1.021 -5.779 3.696
H -6.651 1.162 1.631
H -2.450 1.971 8.285
H 0.836 0.638 -0.091
H -2.590 -1.366 -4.688
H -7.211 -7.760 1.405
H -6.066 1.221 -0.014
H 5.408 6.905 -8.642
H 3.426 6.971 3.163
H -6.968 -0.229 0.515
H 2.729 -8.805 -0.504
H -0.365 -0.389 -5.107
H 1.013 1.565 5.452
H -0.707 6.403 -3.377
H 6.204 4.689 0.880
H 7.582 3.010 2.158
H -4.806 -7.825 0.877
H -2.674 -5.415 4.149
H -2.004 5.795 1.286
H -5.115 1.449 3.243
H 1.802 -7.526 -1.487
H 0.946 -2.085 -6.194
H -4.186 -1.505 2.421
H -2.302 2.369 10.009
H 0.703 1.592 9.812
H -7.734 -6.954 3.558
H 7.524 3.953 3.324
H 1.709 0.436 -1.615
H 2.893 -8.770 1.301
H -0.231 -2.144 -7.422
H 0.583 -3.920 5.833
H -1.974 -0.321 -7.389
H -2.444 3.636 8.676
H 3.566 8.343 2.184
H 3.683 1.905 -6.221
H 0.645 -5.037 4.491
H -1.498 5.184 -4.488
H 1.681 2.420 7.596
H -6.362 -7.585 -1.545
H 4.950 -4.590 -2.694
H 0.476 -2.510 0.603
H -5.331 -5.278 -0.652
H -5.889 -2.270 4.603
H 2.518 0.081 -8.894
H -2.537 -2.409 -6.169
H -2.191 2.497 -0.054
H 2.899 4.053 -5.633
H -2.459 3.442 -2.429
H -0.904 0.802 -6.856
H 1.650 -1.537 -8.983
H -5.733 1.327 4.998
H -0.964 4.225 -2.092
H 4.186 3.877 1.871
H 6.152 5.465 -8.491
H 2.534 0.557 6.974
H -6.605 -5.851 4.168
H 4.806 8.123 3.421
H 6.106 -5.899 -2.983
H -7.401 -6.101 0.748
H 5.404 3.765 -7.167
H -4.123 -5.679 0.371
H 5.311 2.531 1.958
H 4.987 2.005 -5.298
H 4.062 4.576 -3.519
H -6.793 -8.678 -0.567
H 0.178 -0.876 1.116
H 4.603 5.534 -9.341
H -7.871 -5.296 3.122
H 6.903 6.525 2.289
H 3.856 3.834 -7.743
H -3.486 4.575 -0.372
H 5.638 4.016 -4.147
H -2.053 6.853 -4.422
H -6.863 -0.302 3.517
H -4.774 -1.361 5.121
```

## Properties
**Frontier orbital gap**: 0.3331 hartree
**Energy**: -79559.0508 eV
**Total charge**: 0
**ΔE to the lowest compared entry with this formula, charge and spin**: 899.52 kJ/mol
**Structure (SMILES)**: COC[C@H](C)N.COC[C@H](C)N.COC[C@H](C)N.COC[C@H](C)N.COC[C@H](C)N.COC[C@H](C)N.COC[C@H](C)N.NC(N)=O.NC(N)=O.NC(N)=O.NC(N)=O
**Highest occupied orbital energy**: -0.333 Eh

=====

Entry 2:
ORCA calculation (the ωB97M-V functional and the def2-TZVPD basis) on a cluster of 13 separate species, C32H93N3O13 in total at a distorted geometry.

The geometry in XYZ format:
```
141
Properties=species:S:1:pos:R:3
O 2.295 1.140 -3.106
O -0.062 -1.223 -6.915
O 0.478 -5.876 4.954
O -2.558 -0.197 -6.038
O 1.986 1.705 5.214
O -0.020 -4.406 -0.574
O -4.317 3.145 1.845
O -2.816 -1.742 5.912
O -3.376 4.071 -2.942
O 3.957 -0.723 -4.355
O 0.391 0.717 -1.253
O 3.268 -1.250 2.117
O 5.046 2.941 1.490
N 0.722 -2.071 1.151
N -1.406 -2.958 3.555
N -6.115 3.781 -0.500
C -2.300 1.152 -5.624
C 1.783 3.301 -3.973
C 0.221 3.246 5.210
C -0.587 -5.023 4.599
C 0.217 0.258 1.715
C 0.785 -2.896 4.579
C 2.179 -4.165 -1.636
C 0.704 -0.511 -0.649
C -4.094 4.399 -1.784
C 2.750 3.183 0.906
C -3.008 -0.335 5.929
C 1.082 2.357 4.331
C 4.003 -3.576 2.441
C 5.129 -0.477 -3.614
C 4.162 -2.251 1.677
C -3.149 2.340 1.651
C 1.304 -4.938 -0.663
C -6.262 3.791 -2.924
C -2.205 0.301 4.809
C 0.332 -1.438 -4.556
C -2.110 4.693 -3.002
C -3.560 1.768 -5.069
C -0.197 -3.758 3.822
C 2.760 2.480 -3.122
C 5.009 -1.060 -2.197
C 3.953 2.266 0.866
C 0.992 -6.634 3.873
C 0.058 -0.863 0.685
C -5.363 3.560 -1.730
C 0.964 -1.372 -5.927
C -0.925 0.826 -1.793
C -3.547 0.988 1.123
H -5.025 2.512 -1.803
H -3.482 4.295 -0.876
H -2.156 -3.580 3.266
H 1.289 0.457 1.790
H 2.367 0.924 4.798
H -0.290 0.053 2.658
H -6.907 3.148 -0.523
H 2.905 2.859 -2.105
H 4.569 -4.387 1.980
H 5.848 2.443 1.309
H 0.823 3.920 5.823
H 5.153 -1.834 1.857
H -0.979 1.737 -2.382
H -0.242 1.183 1.350
H 0.000 -0.480 -4.167
H 0.355 -1.315 -7.777
H -1.698 4.381 -3.961
H 0.845 3.438 -3.429
H 1.744 -4.947 0.330
H -3.758 0.929 0.055
H -0.458 -2.192 -4.532
H 2.403 3.302 1.930
H -1.951 1.655 -6.531
H 2.370 -1.421 1.750
H 1.790 -0.532 -0.521
H -3.309 -2.130 6.639
H -3.987 4.048 1.932
H 0.292 -2.363 2.031
H 2.980 4.136 0.430
H 0.419 1.613 3.873
H 3.964 -2.468 0.620
H 4.169 -0.563 -1.709
H 1.529 -3.503 5.108
H -4.403 5.456 -1.732
H 1.521 1.007 -2.517
H 3.679 1.307 1.330
H -1.417 4.358 -2.216
H -2.693 0.308 1.235
H 3.017 -4.758 -2.010
H -5.591 3.492 0.326
H -1.520 1.175 -4.852
H 5.965 -0.946 -4.136
H 4.299 1.904 -0.112
H 1.679 -3.882 -2.569
H -4.344 0.517 1.695
H 2.943 -3.819 2.509
H -4.416 1.519 -5.696
H -0.450 2.694 5.863
H 1.555 -2.265 -6.150
H -6.605 4.827 -2.984
H 2.563 -3.237 -1.204
H -1.622 0.892 -0.952
H 1.057 -1.821 -3.829
H -2.216 5.776 -2.884
H -4.074 -0.154 5.731
H -1.147 0.086 4.995
H -7.162 3.174 -2.832
H -0.352 3.915 4.559
H 1.555 2.926 3.527
H -2.423 -0.192 3.856
H 1.555 2.850 -4.934
H 2.248 4.283 -4.116
H 1.838 -7.203 4.248
H 0.200 -4.045 2.843
H -1.681 -2.517 4.429
H -1.149 -0.078 -2.363
H 5.350 0.594 -3.536
H -2.593 2.248 2.598
H 4.748 -2.115 -2.309
H 3.740 2.510 -3.605
H 0.463 -1.348 -1.321
H 1.629 -0.502 -5.985
H -1.081 -4.720 5.530
H 4.421 -3.443 3.441
H -1.760 -0.501 -6.502
H -1.373 -5.630 4.122
H -5.831 3.485 -3.877
H -1.022 -1.005 0.535
H -3.470 2.855 -5.081
H -2.313 1.361 4.593
H -3.748 1.497 -4.031
H 0.456 -2.853 0.546
H 1.945 2.730 0.319
H 0.339 -2.331 5.400
H -2.404 2.866 1.037
H 0.258 -7.371 3.525
H -2.784 0.115 6.900
H 1.220 -5.937 -1.105
H 1.247 -5.952 3.059
H -0.520 -4.634 -1.361
H 5.935 -0.991 -1.626
H 1.376 -2.268 3.912
H 3.238 -0.195 -3.958
```

## Properties
**Frontier orbital gap**: 0.3493 hartree
**Energy**: -65776.6186 eV
**Total charge**: 0
**ΔE to the lowest compared entry with this formula, charge and spin**: 31.02 kJ/mol
**Highest occupied orbital energy**: -0.336 Eh

=====

> The lowest energy belongs to which entry?

C32H93N15O11

=====

> Which value of frontier orbital gap does entry 2 give?

0.3493 hartree